Run A
{"formula": "C27H48F4N3NbO4P", "method": "ωB97M-V/def2-TZVPD", "mol_weight_g_mol": 678.57, "lumo_ev": 1.545, "total_charge": -1, "homo_lumo_gap_ev": 6.10, "symbols": ["C", "C", "C", "N", "Nb", "F", "C", "C", "C", "F", "F", "F", "O", "C", "N", "C", "C", "C", "C", "N", "C", "P", "C", "C", "C", "H", "H", "H", "H", "H", "H", "H", "H", "H", "H", "H", "H", "H", "H", "H", "H", "H", "H", "H", "H", "H", "H", "H", "H", "C", "C", "C", "O", "C", "H", "H", "H", "H", "H", "H", "H", "H", "C", "C", "C", "O", "C", "H", "H", "H", "H", "H", "H", "H", "H", "C", "C", "C", "O", "C", "H", "H", "H", "H", "H", "H", "H", "H"], "xyz": [[1.299, -2.032, 3.005], [0.139, -1.579, 1.940], [-1.253, -1.820, 2.673], [-2.506, -1.778, 1.935], [-3.006, -0.050, 0.786], [-4.447, 0.406, 2.226], [-1.512, -0.701, -0.798], [-0.201, 0.052, -1.166], [-0.219, 1.021, -2.471], [-1.429, 0.995, -3.199], [0.791, 0.613, -3.435], [0.094, 2.371, -2.191], [-3.825, 1.501, -0.387], [-2.902, 2.435, -0.820], [-2.395, 3.543, -0.847], [-1.611, 1.350, 1.956], [-1.899, 1.370, 3.519], [-1.023, 2.304, 4.437], [0.050, 3.136, 3.688], [0.305, 3.184, 2.287], [-0.518, 2.310, 1.505], [-4.721, -1.565, -0.417], [-6.346, -0.565, -0.457], [-5.144, -3.092, 0.651], [-4.235, -4.358, 0.223], [2.257, -2.366, 2.486], [0.938, -2.873, 3.684], [1.518, -1.101, 3.649], [0.399, -0.508, 1.669], [0.254, -2.325, 1.062], [-1.162, -2.930, 3.039], [-1.204, -1.257, 3.690], [-3.269, -2.059, 2.583], [-1.225, -1.784, -0.487], [-2.147, -0.884, -1.752], [0.461, 0.482, -0.323], [0.516, -0.783, -1.564], [-2.699, 0.722, 4.012], [-1.231, 2.306, 5.554], [0.716, 3.804, 4.355], [-0.345, 2.381, 0.367], [-6.175, 0.457, -0.937], [-6.676, -0.447, 0.636], [-7.132, -1.192, -0.999], [-5.150, -2.890, 1.775], [-6.233, -3.383, 0.377], [-4.017, -4.229, -0.899], [-3.231, -4.324, 0.781], [-4.812, -5.333, 0.382], [0.402, 0.101, 9.306], [1.516, 0.916, 8.690], [1.474, 0.464, 7.243], [0.112, 0.120, 6.955], [-0.620, 0.067, 8.187], [0.006, 0.525, 10.231], [0.757, -0.913, 9.518], [1.275, 1.982, 8.755], [2.489, 0.757, 9.158], [2.086, -0.431, 7.088], [1.810, 1.240, 6.551], [-1.277, 0.943, 8.223], [-1.238, -0.834, 8.208], [3.276, -1.173, -4.742], [2.755, -2.224, -5.696], [4.035, -2.892, -6.159], [4.968, -2.797, -5.074], [4.446, -1.886, -4.096], [2.535, -0.830, -4.019], [3.632, -0.304, -5.306], [2.133, -2.943, -5.152], [2.165, -1.817, -6.520], [4.467, -2.370, -7.019], [3.887, -3.941, -6.426], [4.124, -2.473, -3.229], [5.233, -1.198, -3.778], [3.157, 3.113, -5.786], [3.477, 4.300, -6.666], [3.470, 3.679, -8.050], [2.533, 2.595, -8.012], [2.178, 2.339, -6.645], [2.746, 3.385, -4.812], [4.062, 2.518, -5.622], [2.679, 5.046, -6.588], [4.423, 4.787, -6.422], [4.451, 3.265, -8.305], [3.178, 4.389, -8.827], [1.152, 2.693, -6.494], [2.208, 1.265, -6.452]]}

Run B
{"formula": "C27H48F4N3NbO4P", "method": "ωB97M-V/def2-TZVPD", "mol_weight_g_mol": 678.57, "lumo_ev": 1.962, "total_charge": -1, "homo_lumo_gap_ev": 6.24, "symbols": ["C", "C", "C", "N", "Nb", "F", "C", "C", "C", "F", "F", "F", "O", "C", "N", "C", "C", "C", "C", "N", "C", "P", "C", "C", "C", "H", "H", "H", "H", "H", "H", "H", "H", "H", "H", "H", "H", "H", "H", "H", "H", "H", "H", "H", "H", "H", "H", "H", "H", "C", "C", "C", "O", "C", "H", "H", "H", "H", "H", "H", "H", "H", "C", "C", "C", "O", "C", "H", "H", "H", "H", "H", "H", "H", "H", "C", "C", "C", "O", "C", "H", "H", "H", "H", "H", "H", "H", "H"], "xyz": [[2.469, -1.014, 2.635], [2.134, -0.255, 1.335], [3.403, -0.130, 0.515], [3.377, 0.707, -0.683], [2.005, 0.513, -2.201], [3.478, -0.205, -3.343], [0.411, 1.428, -0.893], [-0.837, 0.746, -0.320], [-2.142, 0.910, -1.064], [-2.073, 1.761, -2.095], [-3.108, 1.419, -0.236], [-2.649, -0.245, -1.518], [0.825, 0.549, -3.929], [-0.300, -0.025, -3.928], [-1.202, -0.713, -4.107], [1.545, -1.668, -1.735], [2.670, -2.495, -1.711], [2.561, -3.851, -1.426], [1.298, -4.353, -1.182], [0.180, -3.632, -1.235], [0.332, -2.330, -1.511], [2.689, 2.894, -2.934], [2.991, 2.801, -4.766], [4.378, 3.316, -2.284], [4.302, 4.050, -0.940], [1.773, -0.768, 3.430], [3.477, -0.790, 2.974], [2.409, -2.081, 2.443], [1.351, -0.825, 0.849], [1.795, 0.732, 1.631], [4.121, 0.320, 1.212], [3.820, -1.131, 0.367], [4.318, 0.742, -1.054], [0.981, 1.812, -0.054], [0.113, 2.331, -1.419], [-0.736, -0.271, 0.038], [-1.066, 1.275, 0.609], [3.655, -2.089, -1.894], [3.458, -4.448, -1.404], [1.195, -5.405, -0.936], [-0.589, -1.770, -1.586], [2.111, 2.412, -5.258], [3.832, 2.133, -4.941], [3.256, 3.787, -5.138], [5.049, 2.459, -2.244], [4.812, 4.003, -3.009], [3.395, 4.647, -0.932], [4.226, 3.341, -0.123], [5.152, 4.713, -0.812], [6.587, -5.771, 1.810], [5.220, -6.377, 2.122], [4.324, -5.145, 2.092], [4.908, -4.247, 1.149], [6.218, -4.690, 0.802], [7.307, -6.488, 1.416], [7.011, -5.320, 2.710], [4.931, -7.073, 1.331], [5.179, -6.906, 3.073], [4.294, -4.651, 3.070], [3.301, -5.368, 1.786], [6.192, -5.091, -0.217], [6.901, -3.839, 0.820], [-4.504, 2.608, 2.546], [-4.497, 4.134, 2.566], [-5.190, 4.429, 3.890], [-4.870, 3.347, 4.766], [-4.276, 2.281, 4.015], [-3.751, 2.174, 1.894], [-5.483, 2.243, 2.227], [-3.469, 4.501, 2.587], [-5.002, 4.586, 1.714], [-6.278, 4.467, 3.767], [-4.860, 5.366, 4.343], [-3.207, 2.247, 4.252], [-4.727, 1.335, 4.317], [-7.088, 0.370, -0.212], [-8.439, 0.007, -0.824], [-9.194, 1.326, -0.711], [-8.218, 2.362, -0.814], [-6.905, 1.797, -0.702], [-6.275, -0.287, -0.515], [-7.154, 0.349, 0.879], [-8.312, -0.265, -1.874], [-8.945, -0.814, -0.319], [-9.694, 1.413, 0.261], [-9.941, 1.457, -1.495], [-6.433, 1.819, -1.689], [-6.308, 2.406, -0.023]]}

Q: What are the energies relative to the best structure? A: run A 140.9; run B 0.0, in kcal/mol.

Run A
{"formula": "C3H4NP", "method": "ωB97M-V/def2-TZVPD", "mol_weight_g_mol": 85.05, "lumo_ev": [-0.545, -0.158], "total_charge": 0, "homo_lumo_gap_ev": [9.07, 8.39], "symbols": ["C", "C", "C", "N", "P", "H", "H", "H", "H"], "xyz": [[0.875, -0.224, 0.069], [0.027, -1.227, -0.009], [-0.654, 1.198, -0.036], [0.636, 1.052, -0.160], [-1.629, -0.330, 0.122], [3.144, -0.268, -1.699], [0.340, -2.203, 0.161], [-1.203, 2.147, 0.048], [-1.536, -0.144, 1.505]]}

Run B
{"formula": "C3H4NP", "method": "ωB97M-V/def2-TZVPD", "mol_weight_g_mol": 85.05, "smiles": "N#CP.C#C", "lumo_ev": 0.558, "total_charge": 0, "homo_lumo_gap_ev": 10.98, "symbols": ["N", "C", "P", "H", "H", "C", "C", "H", "H"], "xyz": [[-1.061, -1.411, -0.201], [-1.959, -0.706, -0.184], [-3.085, 0.685, 0.004], [-1.988, 1.294, -0.804], [-2.415, 0.897, 1.133], [2.162, 0.200, 0.080], [2.976, -0.680, 0.041], [1.522, 1.045, -0.032], [3.848, -1.325, -0.037]]}

Run C
{"formula": "C3H4NP", "method": "ωB97M-V/def2-TZVPD", "mol_weight_g_mol": 85.05, "smiles": "C1=NCC=P1", "lumo_ev": -0.349, "total_charge": 0, "homo_lumo_gap_ev": 8.95, "symbols": ["C", "N", "C", "C", "P", "H", "H", "H", "H"], "xyz": [[-1.466, 0.165, 0.491], [-0.927, -0.356, -0.791], [0.472, -0.289, -0.731], [0.975, 0.236, 0.562], [-0.245, 0.672, 1.657], [-2.534, 0.175, 0.576], [0.805, 0.352, -1.561], [0.886, -1.283, -0.952], [2.033, 0.329, 0.748]]}

Q: What are the energies relative to the best structure? A: run A 109.9; run B 36.5; run C 0.0, in kcal/mol.

Run A
{"formula": "C2H6O3", "method": "ωB97M-V/def2-TZVPD", "mol_weight_g_mol": 78.07, "smiles": "COC(O)O", "lumo_ev": 0.896, "total_charge": 0, "homo_lumo_gap_ev": 11.16, "symbols": ["C", "O", "C", "O", "O", "H", "H", "H", "H", "H", "H"], "xyz": [[1.551, 0.285, 0.168], [0.358, 0.165, -0.588], [-1.050, -0.278, 0.238], [-1.559, -1.420, -0.255], [-1.632, 0.864, -0.093], [2.303, 0.781, -0.447], [1.922, -0.704, 0.447], [1.396, 0.868, 1.084], [-0.722, -0.422, 1.270], [-1.901, -1.237, -1.144], [-0.665, 1.098, -0.680]]}

Run B
{"formula": "C2H6O3", "method": "ωB97M-V/def2-TZVPD", "mol_weight_g_mol": 78.07, "smiles": "CC(=O)O.O", "lumo_ev": 0.657, "total_charge": 0, "homo_lumo_gap_ev": 11.24, "symbols": ["C", "C", "O", "O", "H", "H", "H", "H", "O", "H", "H"], "xyz": [[-0.266, 0.179, -1.882], [-1.106, 0.211, -0.635], [-2.236, 0.562, -0.482], [-0.432, -0.254, 0.459], [-0.373, -0.768, -2.417], [-0.698, 0.885, -2.593], [0.735, 0.466, -1.570], [-1.156, -0.144, 1.084], [1.550, -0.660, 2.765], [1.734, 0.196, 3.189], [2.249, -0.672, 2.081]]}

Q: What are the energies relative to the best structure? A: run A 48.1; run B 0.0, in kcal/mol.

Run A
{"formula": "C3H14NO4", "method": "ωB97M-V/def2-TZVPD", "mol_weight_g_mol": 128.15, "lumo_ev": 3.775, "total_charge": -1, "homo_lumo_gap_ev": 8.03, "symbols": ["C", "N", "C", "O", "C", "H", "H", "H", "H", "H", "H", "H", "H", "H", "H", "O", "H", "H", "O", "H", "H", "O"], "xyz": [[0.147, -1.175, -0.490], [0.864, -0.039, 0.082], [-0.138, 0.930, 0.683], [-1.040, 1.399, -0.204], [1.043, -2.402, -0.625], [-0.655, -1.393, 0.220], [-0.372, -1.000, -1.441], [1.195, 0.528, -0.699], [0.529, 1.717, 1.083], [-0.635, 0.411, 1.518], [1.391, -2.692, 0.364], [1.915, -2.242, -1.259], [0.510, -3.276, -1.021], [2.815, -0.222, 2.620], [2.100, 0.240, 1.335], [2.878, 0.435, 1.922], [-0.787, 1.401, -1.688], [-1.173, 0.856, -3.141], [-0.517, 1.390, -2.687], [-4.121, 1.904, 1.101], [-2.640, 1.626, 0.803], [-3.309, 1.603, 1.523]]}

Run B
{"formula": "C3H14NO4", "method": "ωB97M-V/def2-TZVPD", "mol_weight_g_mol": 128.15, "lumo_ev": 3.723, "total_charge": -1, "homo_lumo_gap_ev": 8.84, "symbols": ["C", "O", "C", "C", "N", "H", "H", "H", "H", "H", "H", "H", "H", "H", "H", "O", "H", "H", "O", "H", "H", "O"], "xyz": [[0.782, -1.175, 0.049], [0.245, 0.014, 0.550], [0.376, -2.343, 0.947], [1.014, -2.160, 2.314], [-1.098, -2.472, 1.094], [1.775, -0.857, -0.373], [0.350, -1.382, -0.976], [0.658, -3.340, 0.431], [0.712, -1.266, 2.909], [0.538, -2.914, 2.986], [2.098, -2.251, 2.204], [-1.448, -1.619, 1.543], [-1.627, -2.296, 0.247], [-0.644, 0.346, -1.724], [-0.061, 0.645, -0.284], [-0.426, 1.255, -1.496], [0.355, 2.294, -2.310], [0.072, 2.809, -3.626], [0.827, 2.862, -3.025], [-0.921, 2.955, -0.430], [-1.051, 2.068, 0.732], [-1.417, 2.894, 0.395]]}

Q: What are the energies relative to the best structure? A: run A 0.0; run B 22.7, in kcal/mol.

Run A
{"formula": "C3H14NO4", "method": "ωB97M-V/def2-TZVPD", "mol_weight_g_mol": 128.15, "lumo_ev": 3.862, "total_charge": -1, "homo_lumo_gap_ev": 8.68, "symbols": ["C", "O", "C", "C", "N", "H", "H", "H", "H", "H", "H", "H", "H", "H", "H", "O", "H", "H", "O", "H", "H", "O"], "xyz": [[-0.683, -1.824, -0.778], [0.672, -1.464, -0.712], [-1.611, -0.577, -0.943], [-1.721, 0.204, 0.379], [-1.023, 0.295, -2.010], [-1.036, -2.190, 0.260], [-0.618, -2.404, -1.726], [-2.594, -0.907, -1.333], [-1.129, 1.093, 0.315], [-2.770, 0.585, 0.499], [-1.324, -0.337, 1.218], [-1.482, 1.167, -2.165], [-0.025, 0.253, -1.825], [3.585, 0.170, 1.279], [2.822, -1.178, 0.793], [3.525, -0.791, 1.313], [1.025, 2.111, 1.200], [0.390, 1.733, 2.541], [0.485, 2.506, 1.979], [0.949, -0.627, -0.186], [1.133, 1.398, -0.389], [1.429, 0.784, 0.291]]}

Run B
{"formula": "C3H14NO4", "method": "ωB97M-V/def2-TZVPD", "mol_weight_g_mol": 128.15, "lumo_ev": 3.882, "total_charge": -1, "homo_lumo_gap_ev": 8.56, "symbols": ["C", "C", "C", "O", "N", "H", "H", "H", "H", "H", "H", "H", "H", "H", "H", "O", "H", "H", "O", "H", "H", "O"], "xyz": [[-1.130, 0.540, -2.217], [-0.209, -0.049, -1.121], [-0.832, 0.029, 0.308], [0.170, -0.112, 1.298], [-1.104, -0.146, -3.521], [-0.809, 1.562, -2.434], [-2.126, 0.684, -1.835], [0.136, -1.070, -1.306], [0.721, 0.490, -1.065], [-1.496, -0.828, 0.530], [-1.345, 0.997, 0.389], [-1.397, -1.104, -3.365], [-0.167, -0.184, -3.895], [0.515, 2.326, 2.830], [0.477, 1.401, 1.584], [0.421, 2.382, 1.876], [0.522, -2.730, 0.783], [0.942, -1.251, 0.851], [1.268, -2.201, 0.468], [2.417, -0.704, 3.146], [1.205, 0.144, 2.999], [1.821, -0.177, 3.696]]}

Q: What are the energies relative to the best structure? A: run A 17.3; run B 0.0, in kcal/mol.